Entry 1:
Formula: C4H6Na2O2
Source: the OMol25 dataset
Level of theory: ωB97M-V with the def2-TZVPD basis set

Each line ends with the Mulliken charge.
Element x y z (Å)
O  0.48116  -2.24948  -0.71863  -0.73
C  0.12492  -1.77175  0.44483  -0.20
C  0.95132  -0.83002  1.14560  -0.75
Na  -1.71865  -1.90636  -1.21122  0.76
Na  1.75432  -0.48059  -1.75539  0.78
H  2.04704  -0.90477  0.99296  0.20
H  0.76232  -0.68774  2.21646  0.34
C  -0.46222  1.16053  -0.83818  -0.44
C  0.16381  1.24890  0.43164  -0.56
O  -1.69676  0.45802  -0.89983  -0.48
H  -0.59757  1.99733  -1.52999  0.31
H  0.91581  2.03918  0.53568  0.27
H  -0.49643  1.24191  1.31247  0.22
H  -2.22908  0.68485  -0.12640  0.27



Entry 2:
Formula: C4H6O
Source: the OMol25 dataset
Level of theory: ωB97M-V with the def2-TZVPD basis set

Each line ends with the Mulliken charge.
Element x y z (Å)
C  -2.14663  -0.83202  1.15173  -0.91
C  -1.01959  -0.11919  0.44740  0.12
C  -0.10581  0.50104  0.01647  0.01
C  1.26861  0.84712  -0.38048  -0.23
H  -2.06146  -2.15346  0.97929  0.25
H  -1.97142  -0.48304  2.43252  0.22
H  -3.14753  -0.32161  0.76609  0.27
H  1.84977  1.11831  0.51222  0.22
H  1.13929  1.73141  -0.98137  0.23
H  1.27861  -1.25029  -1.00918  0.36
O  1.86666  -0.12788  -1.26378  -0.55



It is found that the gap between HOMO and LUMO values, taken in the order of the records, are 4.6; 10.2 eV.
It is found that the LUMO energy values, taken in the order of the records, are -0.0174; 0.0174 Eh.
It is found that the energy above the lowest of the compared OMol25 structures with the same formula, charge and spin values, taken in the order of the records, are 107.6; 436.4 kJ/mol.